The following is a quantum chemistry calculation of one molecule with the formula C2H2ClO2P at a distorted geometry, from OMol25.

Output
relative energy (zero: lowest compared OMol25 entry of this formula, charge and spin): 490.5 kJ/mol
LUMO (alpha / beta): -1.218 / -1.173 eV
HOMO (alpha / beta): -8.0 / -9.3 eV
molecular weight: 124.463 g mol⁻¹
maximum force: 2.290 eV Å⁻¹
gap between HOMO and LUMO (alpha / beta): 6.8 / 8.1 eV
E_tot: -28008.3310 eV

```
! RIJCOSX wB97M-V def2-TZVPD def2/J DEFGRID3
* xyz 0 1
C -1.1775 1.1117 -2.3925
C 0.8701 -0.2263 -0.1883
O -1.4456 0.0243 -2.0956
O 0.4028 3.4331 -2.8459
P 0.1601 2.0132 -3.1215
Cl 1.1189 1.3463 -0.8034
H 1.4493 -0.9695 -0.6220
H -0.1994 -0.4284 -0.1371
*
```

---

The following is a quantum chemistry calculation of C2H2ClO4 as an isolated structure at a distorted geometry, from OMol25.

Output
relative energy (zero: lowest compared OMol25 entry of this formula, charge and spin): 52.8 kJ/mol
LUMO: 3.850 eV
HOMO: -3.9 eV
molecular weight: 125.487 g mol⁻¹
maximum force: 5.195 eV Å⁻¹
gap between HOMO and LUMO: 7.8 eV
E_tot: -22820.3589 eV

```
! RIJCOSX wB97M-V def2-TZVPD def2/J DEFGRID3
* xyz -1 1
C 1.0346 1.1921 -0.0591
C -0.5654 0.1561 0.0572
O 1.4395 1.3423 -1.2109
O 1.3979 1.2286 1.0838
O -0.4702 -0.3344 1.2674
O -0.5488 -0.6390 -1.0874
Cl -2.0655 1.3421 0.0383
H 0.2172 0.2498 1.6199
H -0.0347 -0.2156 -1.7158
*
```

---

The following is a quantum chemistry calculation of C2H2CoFO as an isolated structure at a distorted geometry, from OMol25.

Output
relative energy (zero: lowest compared OMol25 entry of this formula, charge and spin): 212.7 kJ/mol
LUMO (alpha / beta): -6.084 / -6.177 eV
HOMO (alpha / beta): -14.3 / -15.0 eV
molecular weight: 119.968 g mol⁻¹
maximum force: 2.934 eV Å⁻¹
gap between HOMO and LUMO (alpha / beta): 8.2 / 8.8 eV
E_tot: -44485.3891 eV

```
! RIJCOSX wB97M-V def2-TZVPD def2/J DEFGRID3
* xyz 1 4
C 1.0641 0.3004 0.1339
C 0.4535 0.0425 -1.0916
O -0.4524 0.9530 -0.4316
H 1.9028 0.9341 0.4096
F 0.5823 -0.5061 1.1768
H 0.9305 0.4594 -1.9850
Co -1.3704 -0.7193 -0.0481
*
```

---

The following is a quantum chemistry calculation of C2H2CoO3 as an isolated structure at a distorted geometry, from OMol25.

Output
relative energy (zero: lowest compared OMol25 entry of this formula, charge and spin): 479.5 kJ/mol
LUMO (alpha / beta): -6.232 / -7.038 eV
HOMO (alpha / beta): -12.8 / -16.2 eV
molecular weight: 132.968 g mol⁻¹
maximum force: 1.176 eV Å⁻¹
gap between HOMO and LUMO (alpha / beta): 6.6 / 9.2 eV
E_tot: -45859.6515 eV

```
! RIJCOSX wB97M-V def2-TZVPD def2/J DEFGRID3
* xyz 1 5
H -0.6838 0.2399 1.3676
O -1.1938 -1.2121 -0.1055
O 0.1608 -1.6310 -0.3593
C -0.5928 0.1081 0.2784
C 0.7249 -0.5015 -0.1414
Co 2.8310 -0.0387 -0.0987
O -0.9430 1.1582 -0.5034
H -0.3033 1.8770 -0.4378
*
```

---

- Which formula does entry 1 have?
  C2H2ClO2P

---

- The lowest relative energy (zero: lowest compared OMol25 entry of this formula, charge and spin) belongs to which entry?
  C2H2ClO4

---

- The lowest maximum force belongs to which entry?
  C2H2CoO3

---

- What is the formula in the fourth record?
  C2H2CoO3